8
Properties=species:S:1:pos:R:3:mulliken_charge:R:1 method="wB97M-V/def2-TZVPD" mol_weight_g_mol=92.0 charge=-1 multiplicity=3 de_lowest_kcal_mol=0.0 e_tot_ev=-15957.625 homo_energy_ev="-0.0690 / -4.4380"
C -0.023 -0.712 0.517 -0.1275
N -0.869 -0.514 1.448 -0.8008
O 2.044 1.123 0.935 -0.4848
O 1.825 -0.514 -1.187 -0.5455
P 1.878 -0.366 0.586 0.0801
H -0.398 -1.305 -0.295 0.3509
H -1.706 -1.004 1.120 0.2059
H 1.582 0.385 -1.386 0.3216



8
Properties=species:S:1:pos:R:3:mulliken_charge:R:1 method="wB97M-V/def2-TZVPD" mol_weight_g_mol=93.1 charge=0 de_lowest_kcal_mol=46.8 e_tot_ev=-17503.442 homo_energy_ev=-10.0143
C 1.425 -0.892 -0.579 -0.0519
N -1.570 1.571 0.259 -0.3807
O -1.355 -0.882 0.614 -0.4653
O 1.289 0.183 -0.169 -0.3753
S -0.983 0.447 1.081 0.5343
H 1.896 -1.106 -1.531 0.2645
H 1.177 -1.832 0.011 0.1928
H -1.879 2.511 0.314 0.2817



8
Properties=species:S:1:pos:R:3:mulliken_charge:R:1 method="wB97M-V/def2-TZVPD" mol_weight_g_mol=93.1 smiles="O=[NH+][O-].C=S" charge=0 de_lowest_kcal_mol=96.3 e_tot_ev=-17501.293 homo_energy_ev=-8.8686
O 1.507 -0.195 -0.230 -0.4646
N 2.261 0.673 -0.045 0.6484
O 3.418 0.643 0.022 -0.4614
H 1.788 1.705 0.132 0.2636
C -1.155 -0.197 -0.088 -0.2641
S -1.725 1.286 -0.094 -0.2347
H -1.073 -0.795 0.771 0.2782
H -0.558 -0.541 -0.952 0.2346



8
Properties=species:S:1:pos:R:3:mulliken_charge:R:1 method="wB97M-V/def2-TZVPD" mol_weight_g_mol=93.1 charge=0 de_lowest_kcal_mol=142.1 e_tot_ev=-17499.310 homo_energy_ev="-9.7487 / -9.7473"
C -0.990 -0.301 -0.177 -0.5032
N 0.916 0.602 0.745 0.1873
O 0.700 1.541 0.011 -0.3841
O 0.086 -0.348 0.820 -0.0597
S 2.884 -0.746 -0.401 -0.0148
H -1.757 0.412 0.385 0.2368
H -1.322 -1.262 -0.267 0.2578
H -0.517 0.101 -1.116 0.2797



8
Properties=species:S:1:pos:R:3:mulliken_charge:R:1 method="wB97M-V/def2-TZVPD" mol_weight_g_mol=93.1 charge=0 de_lowest_kcal_mol=94.0 e_tot_ev=-17501.393 homo_energy_ev=-10.5381
C 0.663 0.347 -0.520 -0.2072
N 0.330 0.276 0.960 -0.5020
O -1.318 -1.461 -0.142 -0.5227
O -1.949 0.945 -0.049 -0.5124
S -0.957 -0.078 -0.042 0.8922
H 0.929 1.349 -0.826 0.2400
H 1.291 -0.435 -0.916 0.2880
H 1.012 -0.944 1.536 0.3241



9
Properties=species:S:1:pos:R:3:mulliken_charge:R:1 method="wB97M-V/def2-TZVPD" mol_weight_g_mol=125.2 charge=0 de_lowest_kcal_mol=90.6 e_tot_ev=-28336.493 homo_energy_ev="-8.8221 / -8.4799"
C 0.240 0.963 1.273 -0.7197
N -3.185 -0.362 -0.749 0.4700
O -3.578 -1.210 -1.491 -0.4033
O 0.290 2.347 -0.981 -0.4295
S -3.046 0.086 0.672 -0.0686
S -0.589 2.137 0.126 0.3727
H -0.608 0.607 1.884 0.2042
H 0.760 0.185 0.699 0.2756
H 1.064 1.369 1.936 0.2987